# 1
{"formula": "C5H10O2", "method": "the ωB97M-V functional and the def2-TZVPD basis", "elements": ["C", "C", "C", "C", "O", "C", "H", "H", "H", "H", "H", "H", "H", "H", "H", "H", "O"], "positions_angstrom": [[1.75697, 1.67180, -0.54119], [0.89440, 1.52978, 0.47704], [-0.39784, 0.87704, 0.51617], [-0.83141, -0.10873, -0.34610], [-0.27416, -0.58633, -1.48268], [-2.24245, -0.65899, -0.06075], [2.71966, 2.15027, -0.38603], [1.63355, 1.17949, -1.51398], [1.17996, 1.96051, 1.47480], [-1.16762, 1.19926, 1.20095], [0.56911, -0.26806, -1.82907], [-2.81271, -0.14943, -0.89013], [-2.57869, -0.28996, 0.87772], [-2.15878, -1.75567, 0.00606], [1.01899, -2.06554, 0.13335], [1.11376, -2.17829, 1.57960], [1.57726, -2.50713, 0.78424]], "forces_ev_per_a": [[0.9, -1.0, -0.9], [-1.4, 0.0, 2.6], [2.3, 1.4, -0.8], [-1.3, -1.3, -2.1], [-1.5, 0.1, 2.0], [2.0, 0.4, -1.6], [-0.2, 0.1, -0.1], [0.0, 0.7, 0.3], [-0.3, 0.0, -1.2], [0.4, 0.0, 0.5], [0.1, 0.4, 0.6], [0.0, -1.3, 0.6], [-0.3, 0.3, 0.7], [-0.7, 0.4, -0.7], [0.3, -0.4, -0.6], [0.7, -0.6, 0.1], [-1.0, 1.0, 0.5]], "homo_lumo_gap_ev": [10.089, 6.930], "multiplicity": 2, "e_homo_ha": [-0.551, -0.552], "de_lowest_kj_mol": 96.8, "total_energy_ev": -9432.098, "total_charge": 1}

***

# 2
{"formula": "H4O2", "method": "the ωB97M-V functional and the def2-TZVPD basis", "elements": ["O", "H", "H", "O", "H", "H"], "positions_angstrom": [[1.67592, -0.04483, -0.24060], [0.67205, -0.08570, -0.22817], [1.96620, -0.12467, 0.75671], [-1.05450, -0.09377, -0.12399], [-1.96544, -0.52642, -0.11614], [-1.29422, 0.87539, -0.04781]], "forces_ev_per_a": [[-0.3, -0.2, 2.9], [1.7, -0.2, 0.2], [-1.1, 0.2, -3.1], [-2.8, 1.1, 0.2], [1.9, 0.6, -0.1], [0.5, -1.5, -0.1]], "homo_lumo_gap_ev": 11.078, "e_homo_ha": -0.389, "smiles": "O.O", "de_lowest_kj_mol": 32.9, "total_energy_ev": -4159.598, "total_charge": 0}

***

# 3
{"formula": "C15H33Cl3LiN6O2", "method": "the ωB97M-V functional and the def2-TZVPD basis", "elements": ["Li", "C", "C", "N", "C", "C", "N", "C", "C", "N", "H", "H", "H", "H", "H", "H", "H", "H", "H", "H", "H", "H", "H", "H", "H", "Cl", "C", "Cl", "Cl", "C", "O", "O", "N", "C", "C", "N", "H", "H", "H", "H", "H", "H", "H", "H", "H", "C", "C", "C", "C", "C", "N", "H", "H", "H", "H", "H", "H", "H", "H", "H"], "positions_angstrom": [[-0.32620, 0.58991, -0.48885], [-2.03396, -2.68509, -0.42378], [-0.54660, -2.57220, -0.83228], [-0.25363, -1.34282, -1.58027], [-0.93214, -1.24027, -2.88084], [-1.38309, 0.20745, -3.13355], [-1.87194, 0.83376, -1.90156], [-3.27732, 0.57141, -1.56250], [-3.58879, -0.86736, -1.14898], [-2.71027, -1.42104, -0.11311], [-2.60016, -3.19179, -1.20606], [-2.07703, -3.34673, 0.44390], [0.07299, -2.54768, 0.06806], [-0.28040, -3.47456, -1.39397], [0.75115, -1.28148, -1.70583], [-0.29636, -1.56764, -3.70562], [-1.79533, -1.90206, -2.87533], [-0.51776, 0.78690, -3.46495], [-2.12541, 0.22483, -3.94044], [-1.78363, 1.84004, -2.00182], [-3.53148, 1.24541, -0.73994], [-3.94085, 0.81433, -2.40086], [-4.62167, -0.86946, -0.78948], [-3.58742, -1.50595, -2.03569], [-2.02393, -0.74411, 0.18121], [0.87056, 2.77206, -1.38434], [0.72815, 3.52011, 0.22896], [-0.15959, 5.05246, 0.06634], [2.31644, 3.83928, 0.91033], [-0.13386, 2.63115, 1.19245], [0.07190, 2.69234, 2.39965], [-1.05173, 1.96125, 0.59907], [-2.51113, 1.53821, 2.68013], [-2.84159, 0.10457, 2.96171], [-1.57331, -0.64440, 3.33139], [-0.56340, -0.44647, 2.29457], [-3.34669, 2.09990, 2.54882], [-1.91071, 1.62951, 1.79708], [-1.95186, 1.95554, 3.42311], [-3.26062, -0.32350, 2.05313], [-3.57033, 0.05110, 3.76864], [-1.83124, -1.69933, 3.40438], [-1.23395, -0.32064, 4.32231], [0.08896, -1.22085, 2.27261], [-0.01279, 0.38938, 2.48345], [4.93528, 0.32417, 1.22686], [4.28616, -0.09788, -0.10111], [4.53945, -1.58911, -0.37526], [4.82495, 0.74652, -1.26626], [2.82983, 0.09267, 0.01775], [1.68422, 0.13130, 0.11942], [6.00825, 0.13978, 1.17053], [4.52862, -0.24760, 2.06183], [4.77373, 1.38555, 1.41790], [5.61513, -1.76729, -0.38747], [4.13104, -1.88446, -1.34323], [4.09496, -2.21604, 0.39946], [5.89765, 0.56994, -1.35942], [4.66276, 1.80785, -1.09508], [4.34602, 0.46907, -2.20718]], "forces_ev_per_a": [[-0.1, -0.5, -0.2], [0.0, 0.2, 0.0], [-0.2, 0.2, 0.0], [0.2, -0.2, -0.1], [-0.1, 0.2, 0.2], [0.0, -0.2, 0.2], [-0.2, 0.2, -0.3], [0.1, -0.1, 0.1], [0.1, 0.0, 0.1], [0.0, -0.2, -0.2], [0.0, 0.0, 0.0], [0.0, -0.1, 0.0], [0.0, 0.0, -0.1], [0.0, -0.1, 0.0], [-0.1, -0.1, 0.0], [0.0, 0.0, 0.0], [0.0, 0.0, 0.0], [0.0, 0.0, 0.0], [0.0, 0.0, 0.0], [0.0, 0.0, 0.0], [0.0, 0.0, 0.0], [-0.1, 0.1, 0.0], [-0.1, 0.0, -0.1], [0.0, 0.0, 0.0], [0.1, 0.1, 0.1], [0.1, 0.2, -0.1], [-0.1, 0.2, 0.3], [0.0, -0.1, 0.0], [0.0, -0.1, -0.2], [-0.1, 0.1, 0.2], [0.0, -0.1, -0.6], [0.5, 0.5, 0.2], [-0.4, -0.3, 0.4], [0.1, 0.0, 0.1], [0.0, 0.2, 0.0], [0.2, -0.1, -0.1], [-0.1, 0.0, 0.0], [0.0, -0.1, -0.3], [0.0, 0.1, 0.1], [-0.1, 0.1, 0.0], [0.0, 0.1, 0.0], [0.0, 0.0, 0.0], [0.0, 0.0, 0.0], [0.0, 0.0, 0.0], [0.0, -0.1, 0.0], [-0.1, 0.0, 0.0], [0.2, 0.1, 0.0], [-0.1, 0.0, 0.0], [-0.1, -0.1, 0.0], [-0.2, -0.3, 0.1], [0.3, 0.2, 0.0], [0.0, 0.0, 0.0], [0.0, 0.0, 0.0], [0.0, 0.0, 0.0], [0.0, 0.0, 0.0], [0.0, 0.0, 0.0], [0.0, 0.0, 0.0], [0.0, 0.0, 0.0], [0.0, 0.1, 0.0], [0.0, 0.0, 0.0]], "homo_lumo_gap_ev": 9.323, "e_homo_ha": -0.420, "total_energy_ev": -66895.988, "total_charge": 1}